Record 1
Computed, not measured: a molecular structure, C21H35N8O2Ta at a distorted geometry, with the ωB97M-V functional and the def2-TZVPD basis.

Its LUMO energy is -14.3 eV. Its charge is +4. The value obtained for the strongest force on any atom is 1.78 eV Å⁻¹.

Geometry as XYZ:
```
67
Properties=species:S:1:pos:R:3:nbo_charge:R:1
Ta 0.25593 -0.40941 -0.02525 2.56
C 1.14706 -1.22117 -3.42049 -0.44
C 0.06491 -0.16703 -3.53830 -0.24
N -0.33915 0.52125 -2.25900 -0.70
C 0.04494 1.95745 -2.26158 -0.24
C 1.49652 2.08421 -1.88100 -0.25
N 1.64898 1.62290 -0.48219 -0.65
C 3.06576 1.67313 -0.01306 -0.24
C 3.78092 0.33523 -0.09099 -0.44
C 3.51256 -0.52690 1.13695 -0.25
N 2.31806 -1.41662 1.04892 -0.63
C 2.59680 -2.77353 0.52055 -0.25
C 2.36406 -2.83920 -0.96376 -0.25
N 0.95343 -2.46382 -1.24491 -0.68
C 0.68469 -2.48515 -2.71385 -0.24
H 2.05449 -0.81580 -2.95870 0.21
H 1.42141 -1.48791 -4.44271 0.30
H -0.82653 -0.63321 -3.95865 0.24
H 0.39233 0.59372 -4.24766 0.25
H -1.35565 0.52034 -2.29030 0.43
H -0.58182 2.48054 -1.53337 0.23
H -0.13485 2.41300 -3.23612 0.27
H 1.80450 3.12822 -1.96680 0.27
H 2.13592 1.49401 -2.53990 0.23
H 1.13885 2.30453 0.07547 0.43
H 3.06744 2.02131 1.02025 0.23
H 3.59918 2.41809 -0.60546 0.26
H 4.85316 0.53005 -0.13452 0.30
H 3.52762 -0.18328 -1.02181 0.20
H 3.36468 0.12720 1.99773 0.23
H 4.38603 -1.14230 1.35971 0.26
H 2.02576 -1.56168 2.01241 0.43
H 1.92670 -3.47597 1.02225 0.23
H 3.61839 -3.08127 0.75007 0.27
H 2.55817 -3.85559 -1.31301 0.27
H 3.03596 -2.17836 -1.50878 0.23
H 0.39508 -3.22757 -0.85961 0.42
H -0.38576 -2.63419 -2.86436 0.23
H 1.19557 -3.35202 -3.13619 0.26
O -0.05907 -0.63410 1.82644 -0.60
N -0.47500 0.15449 2.80459 0.16
N -0.71382 1.31694 2.34380 0.27
O -0.53590 1.52733 1.05672 -0.56
C -1.09178 2.36103 3.19403 0.08
C -1.05554 3.68462 2.72276 -0.18
C -1.36593 4.70434 3.59050 -0.19
C -1.73441 4.42113 4.90812 -0.05
C -1.78095 3.10193 5.36653 -0.18
C -1.46203 2.06594 4.52279 -0.16
H -0.77626 3.89874 1.70059 0.23
H -1.32310 5.73062 3.25272 0.27
H -1.99670 5.23140 5.57609 0.27
H -2.07535 2.89408 6.38605 0.27
H -1.51630 1.04017 4.85886 0.26
N -5.59499 -2.77250 -0.98955 -0.64
C -4.41406 -2.26809 -0.72373 0.30
C -4.12373 -0.87954 -0.90916 -0.25
C -2.87205 -0.40921 -0.68927 0.03
N -1.82428 -1.19965 -0.29700 -0.68
C -2.11682 -2.50871 -0.02246 0.03
C -3.34054 -3.05930 -0.20954 -0.25
H -6.35312 -2.19841 -1.33180 0.44
H -5.80680 -3.74958 -0.83953 0.44
H -4.90576 -0.19289 -1.20709 0.27
H -2.67486 0.65442 -0.77461 0.22
H -1.31863 -3.11193 0.39732 0.22
H -3.50426 -4.09647 0.05387 0.28
```



Record 2
Computed, not measured: C6H15NO in the gas phase at a distorted geometry, with the ωB97M-V functional and the def2-TZVPD basis.

Its LUMO energy is 0.9 eV. Its charge is 0. The SMILES is CC(C)(C)CCON. The value obtained for the strongest force on any atom is 2.12 eV Å⁻¹. For the relative energy (zero: lowest compared OMol25 entry of this formula, charge and spin), the calculation gives 246.6 kJ/mol.

Geometry as XYZ:
```
23
Properties=species:S:1:pos:R:3:nbo_charge:R:1
C 0.15532 1.81282 0.72935 -0.61
C 0.17357 0.28646 0.82746 -0.02
C -1.25376 -0.25432 0.79853 -0.62
C 0.83745 -0.10629 2.15104 -0.60
C 1.04586 -0.38659 -0.33013 -0.43
C 0.60560 0.01764 -1.72004 -0.08
O 0.06329 -1.15338 -2.43404 -0.43
N -1.35963 -1.23232 -2.31350 -0.54
H 1.16711 2.20878 0.66780 0.21
H -0.32824 2.23731 1.60830 0.21
H -0.40647 2.15386 -0.13661 0.21
H -1.84617 0.19785 1.59283 0.20
H -1.72632 -0.05630 -0.15999 0.23
H -1.25556 -1.33208 0.95028 0.20
H 0.88447 -1.18827 2.25708 0.20
H 1.85157 0.28537 2.20685 0.20
H 0.27503 0.29483 2.99300 0.20
H 2.08082 -0.07764 -0.17776 0.20
H 0.99090 -1.46874 -0.20875 0.22
H -0.14065 0.81058 -1.77407 0.19
H 1.46908 0.30635 -2.32360 0.19
H -1.56461 -2.15655 -1.93670 0.34
H -1.71865 -1.19937 -3.26732 0.34
```



Record 3
Computed, not measured: C2H3N3O2 in the gas phase at a distorted geometry, with the ωB97M-V functional and the def2-TZVPD basis.

Its LUMO energy is 0.6 eV. Its charge is 0. The SMILES is [H]/N=c1/[nH][nH]c(=O)o1. The value obtained for the strongest force on any atom is 11.71 eV Å⁻¹. For the relative energy (zero: lowest compared OMol25 entry of this formula, charge and spin), the calculation gives 272.9 kJ/mol.

Geometry as XYZ:
```
10
Properties=species:S:1:pos:R:3:nbo_charge:R:1
H -1.04234 1.10603 -2.46709 0.39
N -0.88397 0.14640 -1.95955 -0.80
C -0.42274 0.09450 -0.77351 0.67
N 0.28506 -0.94030 -0.24132 -0.46
N 0.41691 -0.78286 1.01050 -0.48
C 0.32289 0.69636 1.23171 0.87
O 0.65803 1.48269 2.04011 -0.52
O -0.47676 1.02067 0.10712 -0.48
H -0.15774 -1.75264 -0.56928 0.40
H 1.30066 -1.07086 1.62132 0.40
```



Record 4
Computed, not measured: 2 unconnected molecules or ions with the total composition C2H10N2O, with the ωB97M-V functional and the def2-TZVPD basis.

Its LUMO energy (alpha / beta) is -3.4 / -8.0 eV. Its charge is +1. The multiplicity is 2. The value obtained for the strongest force on any atom is 0.99 eV Å⁻¹. As for the expectation value of S²: 0.75. For the relative energy (zero: lowest compared OMol25 entry of this formula, charge and spin), the calculation gives 42.3 kJ/mol.

Geometry as XYZ:
```
15
Properties=species:S:1:pos:R:3:mulliken_spin:R:1
C -0.35513 -1.21524 -0.69563 0.02
N -0.81919 -0.08838 0.03046 0.84
C -0.32236 0.18447 1.37107 -0.01
N -1.33842 -0.21742 2.30243 0.04
H -0.88919 -1.41413 -1.61050 0.00
H 0.69905 -1.06746 -0.95275 0.05
H -0.38864 -2.02195 0.05769 0.06
H -1.69467 0.36418 -0.21751 -0.03
H -0.08462 1.25618 1.40216 0.02
H 0.57044 -0.40476 1.52755 0.00
H -2.23645 0.21830 2.18798 0.00
H -1.08199 -0.31015 3.27453 0.01
H 2.54271 0.28555 -2.52304 0.00
H 2.21561 1.63528 -1.75777 0.00
O 2.39478 1.24551 -2.62014 0.00
```



Record 5
Computed, not measured: 4 unconnected molecules or ions with the total composition C36H74BO2Si, with the ωB97M-V functional and the def2-TZVPD basis.

Its LUMO energy is 2.3 eV. Its charge is -1. The value obtained for the strongest force on any atom is 0.69 eV Å⁻¹.

Geometry as XYZ:
```
114
Properties=species:S:1:pos:R:3:mulliken_charge:R:1
C 0.75698 -0.23497 -0.62154 0.00
Si 0.49963 -0.07451 -2.46261 0.11
C 2.09596 -0.02759 -3.44606 -0.88
C -0.48499 -1.55830 -3.07468 -0.57
C -0.10580 -2.92503 -2.46910 -1.14
C 1.27873 -3.46708 -2.85083 -1.10
C 2.36851 -3.46876 -1.75214 0.21
C 3.79933 -3.51606 -2.32603 -1.25
C 4.80976 -2.46484 -1.85519 -0.63
C 4.98185 -2.36491 -0.32287 -0.72
C 4.83891 -0.97146 0.29034 -0.57
C 4.67049 -1.06363 1.79736 0.25
C 4.38869 0.23541 2.56248 -0.82
O 3.81733 -0.20480 3.76518 -0.68
B 2.89823 -1.31050 3.31582 1.03
O 3.66116 -1.95134 2.20469 -0.56
C -0.39487 1.56458 -2.79211 0.26
C -1.18440 2.19318 -1.81520 0.00
C -1.80258 3.41737 -2.05801 -0.71
C -1.64772 4.05740 -3.28582 -0.48
C -0.88054 3.44295 -4.27940 -0.56
C -0.26925 2.21233 -4.03013 -0.28
H 1.80358 -0.40419 -0.37853 -0.69
H 0.18355 -1.03662 -0.16317 0.00
H 0.47879 0.68140 -0.10325 0.61
H 1.84191 0.16840 -4.49201 0.34
H 2.77514 0.76446 -3.13408 0.45
H 2.62468 -0.97773 -3.42899 -0.03
H -0.33924 -1.65205 -4.15458 0.41
H -1.54930 -1.39197 -2.89708 0.51
H -0.23683 -2.94332 -1.38765 0.31
H -0.84699 -3.61855 -2.87400 0.50
H 1.13652 -4.52136 -3.09586 0.46
H 1.63007 -2.99496 -3.76975 0.53
H 2.20614 -4.40105 -1.21157 0.49
H 2.23644 -2.68103 -1.01078 -0.18
H 4.25311 -4.47595 -2.07800 0.44
H 3.72552 -3.46760 -3.41476 0.47
H 5.77497 -2.78535 -2.25339 0.35
H 4.62659 -1.47884 -2.28427 0.32
H 6.00516 -2.67925 -0.09739 0.43
H 4.33460 -3.05327 0.21548 0.36
H 5.74583 -0.38741 0.10715 0.38
H 4.02009 -0.42101 -0.18325 0.14
H 5.62291 -1.44115 2.21510 0.20
H 3.69678 0.91345 2.04094 0.22
H 5.32743 0.74814 2.79753 0.30
H 2.62629 -2.10717 4.21434 -0.46
H 1.82770 -0.77700 2.94682 -0.45
H -1.30353 1.72606 -0.84743 0.17
H -2.39373 3.88870 -1.28394 0.45
H -2.10732 5.01580 -3.47930 0.40
H -0.76115 3.94635 -5.22968 0.38
H 0.32393 1.77369 -4.82237 0.24
C -2.98486 -0.99683 -5.93582 -0.92
C -3.23750 -0.04421 -7.10017 -0.58
C -3.32753 1.41832 -6.66984 -0.32
C -4.46657 1.73807 -5.70161 -0.48
C -5.86228 1.37788 -6.20765 -0.53
C -6.26574 2.13274 -7.47126 -1.21
H -3.79715 -0.96976 -5.20767 0.27
H -2.89386 -2.02686 -6.28509 0.47
H -2.06219 -0.73688 -5.41556 0.02
H -4.14740 -0.34209 -7.62984 0.27
H -2.42168 -0.14224 -7.82178 0.38
H -3.41688 2.04574 -7.56239 0.39
H -2.38606 1.70647 -6.19287 -0.04
H -4.43530 2.80816 -5.47312 0.42
H -4.28999 1.22811 -4.75092 0.25
H -6.58448 1.59906 -5.41719 0.39
H -5.93073 0.30150 -6.38821 0.25
H -6.23864 3.21148 -7.30280 0.29
H -7.27783 1.86604 -7.78002 0.38
H -5.59840 1.90731 -8.30455 0.28
C -2.85919 1.63621 5.80961 -1.39
C -2.19331 2.02769 4.49426 1.04
C -3.16735 2.24163 3.33985 -0.91
C -3.97075 1.00346 2.93679 -0.91
C -3.10797 -0.22515 2.65451 -0.61
C -2.06659 -0.01127 1.56440 -0.82
H -3.39308 0.68782 5.72562 0.27
H -2.11691 1.52322 6.60132 0.39
H -3.57388 2.39984 6.12698 0.37
H -1.45368 1.27438 4.21445 -0.85
H -1.63395 2.95458 4.64235 0.46
H -2.59064 2.59037 2.47882 0.26
H -3.86481 3.05111 3.58292 0.47
H -4.56206 1.25489 2.04977 0.39
H -4.69425 0.74918 3.71784 0.37
H -3.76159 -1.06220 2.39148 0.46
H -2.58748 -0.52303 3.56893 0.23
H -2.51413 0.25853 0.60336 0.37
H -1.47156 -0.91248 1.42376 0.25
H -1.37055 0.77752 1.85220 0.23
C 1.41259 2.05008 5.46959 -1.56
C 1.38980 0.54795 5.20062 1.71
C 0.90099 -0.28070 6.38692 -0.46
C 1.76684 -0.17783 7.64379 -0.93
C 3.23287 -0.55655 7.44012 -0.20
C 3.43133 -2.00260 6.99598 -1.05
H 2.09704 2.31325 6.27942 0.37
H 1.74306 2.58110 4.57599 0.41
H 0.41906 2.42081 5.73349 0.20
H 2.38190 0.21800 4.88717 -0.76
H 0.73872 0.35161 4.34662 -0.20
H 0.83010 -1.32749 6.07808 0.41
H -0.11957 0.02558 6.64346 0.08
H 1.33726 -0.82341 8.41851 0.39
H 1.71600 0.84058 8.04105 0.33
H 3.76654 -0.39647 8.38231 0.42
H 3.69451 0.11292 6.71045 0.06
H 3.00601 -2.69466 7.72776 0.38
H 4.49143 -2.23486 6.88815 0.37
H 2.95727 -2.19468 6.03327 0.04
```



Record 6
Computed, not measured: 7 unconnected molecules or ions with the total composition C7H27BF4O6 at a distorted geometry, with the ωB97M-V functional and the def2-TZVPD basis.

Its LUMO energy is 0.0 eV. Its charge is 0. The value obtained for the strongest force on any atom is 7.86 eV Å⁻¹.

Geometry as XYZ:
```
45
Properties=species:S:1:pos:R:3:nbo_charge:R:1
O 0.12721 0.42121 0.70560 -0.83
H 0.17734 0.15382 -0.25291 0.58
H 0.82337 -0.02656 1.20095 0.57
H -0.83762 0.33127 0.89692 0.56
B 0.75737 -2.85364 -1.53699 1.35
F 0.25675 -4.19784 -1.41708 -0.56
F 2.18970 -2.85416 -1.41707 -0.58
F 0.42933 -2.27320 -2.75112 -0.56
F 0.28558 -2.01600 -0.53637 -0.59
C 3.46023 -0.83013 0.87688 -0.26
O 2.76453 -0.61653 -0.32184 -0.77
H 3.42539 -1.94610 1.31852 0.16
H 3.11321 -0.08928 1.65066 0.16
H 4.54463 -0.74270 0.61538 0.17
H 2.91822 -1.56888 -0.69086 0.52
C -2.18202 1.20916 3.88011 -0.25
O -1.19396 1.82363 2.98177 -0.74
H -2.41074 1.77082 4.72864 0.18
H -1.96390 0.22604 4.14153 0.17
H -3.12745 0.93301 3.20664 0.15
H -0.94112 2.72653 3.39466 0.48
C -2.97653 0.74106 -0.62037 -0.23
O -2.42840 -0.00019 0.43844 -0.77
H -2.18860 1.17722 -1.14721 0.20
H -3.55642 1.50223 -0.20052 0.17
H -3.55963 0.16073 -1.34786 0.18
H -3.02666 -0.59053 1.02958 0.51
C 0.20790 -2.26074 2.82494 -0.22
O 0.86163 -1.13136 2.95829 -0.72
H 0.89099 -2.92158 2.27361 0.18
H -0.59444 -2.19830 2.28895 0.16
H -0.05740 -2.68269 3.84605 0.15
H 1.02405 -1.09905 3.79766 0.47
C 0.06544 1.20818 -4.26302 -0.63
C 0.64084 1.41577 -2.86886 0.12
C 0.11093 2.70799 -2.18223 -0.62
O 0.25081 0.34440 -2.07265 -0.77
H -0.89454 1.31310 -4.33001 0.20
H 0.16151 0.30038 -4.76702 0.23
H 0.46965 1.93315 -4.91542 0.20
H 1.62820 1.69426 -2.95515 0.17
H 0.50807 3.01270 -1.23921 0.21
H -0.92454 2.77005 -2.06783 0.19
H 0.23998 3.55290 -2.89798 0.21
H 0.53111 -0.53017 -2.25619 0.52
```



Record 7
Computed, not measured: CH4OS2 in the gas phase at a distorted geometry, with the ωB97M-V functional and the def2-TZVPD basis.

Its LUMO energy (alpha / beta) is -0.4 / -0.1 eV. Its charge is 0. The SMILES is C=[SH]#[SH]=O. The value obtained for the strongest force on any atom is 5.23 eV Å⁻¹. For the relative energy (zero: lowest compared OMol25 entry of this formula, charge and spin), the calculation gives 370.6 kJ/mol.

Geometry as XYZ:
```
8
Properties=species:S:1:pos:R:3:nbo_charge:R:1
C 0.88136 -0.10655 -0.91180 -0.68
S 0.75887 -1.11709 0.35773 0.35
S -0.68590 0.64193 1.55149 0.66
O -0.24457 1.67856 0.59464 -0.91
H 0.15155 -0.31624 -1.70719 0.22
H 1.54926 0.61755 -1.04363 0.23
H -0.44461 -1.56323 0.36478 0.13
H -1.96596 0.16507 0.79397 0.00
```